# 1
This record from the OMol25 dataset describes an isolated ion of composition C6H17N2 and charge +1. The level of theory is wB97M-V/def2-TZVPD.

```
25
Properties=species:S:1:pos:R:3:lowdin_charge:R:1
N 0.3162 2.3734 -0.7311 0.22
N -0.4927 -0.0521 -0.6530 -0.07
C 2.6431 1.6532 -0.3449 -0.04
C 0.6349 0.1419 0.2550 -0.15
C -1.7419 -0.4213 0.0353 -0.22
C 1.2228 1.5966 0.1962 -0.27
C -1.3034 -2.9217 0.2387 -0.11
C -1.6500 -1.6383 0.9505 -0.26
H 3.4326 2.1050 0.2387 0.09
H -1.1058 -1.4438 1.8732 0.10
H -0.5970 1.8978 -0.6701 0.14
H -2.5083 -0.7062 -0.6823 0.12
H 0.2327 3.3586 -0.4954 0.18
H -0.2878 -2.9887 -0.1781 0.07
H 3.0572 0.6523 -0.5058 0.09
H -0.2625 -0.7990 -1.2712 0.11
H -1.3505 -3.7901 0.8955 0.08
H 1.2189 1.9942 1.2070 0.15
H 1.4349 -0.5557 0.0062 0.12
H -2.1553 0.4321 0.5784 0.12
H -1.9127 -3.2299 -0.6098 0.08
H 0.4247 -0.1075 1.2750 0.11
H 2.7301 2.0071 -1.3782 0.09
H -2.6202 -1.8437 1.4171 0.12
H 0.6401 2.2856 -1.6470 0.13
```

Calculated values
- total charge = +1
- SMILES = CCCNC[C@@H](C)[NH3+]
- frontier orbital gap (eV) = 10.521
- ΔE to the lowest compared entry with this formula, charge and spin (kcal/mol) = 22.9
- energy (eV) = -9471.041
- largest force on an atom (Eh/bohr) = 0.057



# 2
This record from the OMol25 dataset describes a 2-piece molecular cluster, C6H17N2 overall. The level of theory is wB97M-V/def2-TZVPD.

```
25
Properties=species:S:1:pos:R:3:lowdin_charge:R:1
N -2.4527 -0.1999 2.2379 0.03
N -0.4116 0.0726 -0.1871 0.27
C -1.2386 -0.4720 -1.2471 -0.18
C -2.5443 0.2925 -1.2844 -0.05
C 1.7424 1.0563 0.0994 -0.17
C 3.1890 1.0095 -0.2795 -0.09
C 0.9458 -0.2456 -0.3153 -0.39
C 1.2370 -1.4726 0.5765 0.04
H -1.2804 -1.5330 -0.9725 0.18
H -2.2140 1.3328 -1.2788 0.09
H -1.8615 0.2234 1.5476 -0.05
H -3.3798 -0.0533 1.8463 0.01
H 0.8140 -1.3038 1.5626 0.10
H -3.1693 0.1086 -0.4198 0.07
H -3.1125 0.1462 -2.1976 0.09
H 3.2847 0.7736 -1.3460 0.09
H 1.3218 -0.5013 -1.3151 0.15
H 1.2549 1.7891 -0.5495 0.12
H -2.5057 0.2471 3.1403 0.02
H 3.7914 0.2558 0.2420 0.08
H -0.6679 -0.3841 -2.1868 0.15
H 2.3148 -1.5893 0.7131 0.11
H 3.7165 1.9461 -0.0952 0.10
H 1.6093 1.2862 1.1590 0.13
H 0.8388 -2.3800 0.1317 0.10
```

Calculated values
- total charge = +1
- frontier orbital gap (eV) = 5.248
- ΔE to the lowest compared entry with this formula, charge and spin (kcal/mol) = 103.2
- energy (eV) = -9467.558
- largest force on an atom (Eh/bohr) = 0.055



# 3
This record from the OMol25 dataset describes an isolated ion of composition C6H17N2 and charge +2. The level of theory is wB97M-V/def2-TZVPD.

```
25
Properties=species:S:1:pos:R:3:lowdin_charge:R:1
N -0.1784 -0.4966 -0.0463 0.03
N 1.2290 2.4308 1.0331 0.20
C -1.4926 -1.0153 -0.5412 -0.11
C -0.1651 0.2526 1.2561 -0.09
C -1.8486 0.0128 -1.7298 -0.01
C -0.2060 1.7997 1.0851 -0.07
C 0.7250 -1.6713 0.0668 -0.18
C 1.6754 -1.7039 -1.1301 -0.03
H -0.8513 2.0660 0.2078 0.14
H 1.3966 -2.2927 -1.9581 0.07
H -1.0831 -0.0107 1.8624 0.18
H 1.5011 2.7644 1.9643 0.18
H -1.2180 -0.0144 -2.5719 0.07
H 0.2948 -2.6651 0.3411 0.17
H -1.4118 -2.0073 -1.1257 0.17
H 1.8522 1.5300 0.7531 0.23
H 2.6803 -1.9804 -0.7286 0.12
H -1.9217 1.0132 -1.3904 0.04
H -2.8669 -0.1793 -2.0609 0.10
H 1.3030 3.1514 0.3044 0.18
H 0.6266 -0.0033 1.8797 0.10
H -0.6707 2.2948 1.9507 0.14
H -2.2394 -1.1233 0.2877 0.16
H 1.3150 -1.3902 0.9701 0.12
H 1.8094 -0.7405 -1.6347 0.09
```

Calculated values
- total charge = +2
- frontier orbital gap (spin up / spin down) (eV) = 12.169 / 7.854
- ΔE to the lowest compared entry with this formula, charge and spin (kcal/mol) = 46.9
- expectation value of S² = 0.75
- 2S+1 = 2
- energy (eV) = -9457.386
- largest force on an atom (Eh/bohr) = 0.112



# 4
This record from the OMol25 dataset describes a 2-piece molecular cluster, C6H17N2P overall. The level of theory is wB97M-V/def2-TZVPD.

```
26
Properties=species:S:1:pos:R:3:lowdin_charge:R:1
P 0.8001 -0.5744 0.6786 0.70
N 2.1085 0.0799 0.3644 -0.31
N 2.5481 0.9395 3.0502 -0.11
C -1.3734 -0.6747 -1.4661 -0.29
C 1.5038 0.1803 3.6692 -0.21
C -1.3961 0.4027 -0.4141 -0.33
C -0.9850 -0.2561 0.9009 -0.38
C -0.0290 0.1827 -3.3410 -0.11
C -1.4798 -0.2053 -2.9415 -0.22
H -1.8559 -0.9943 -3.6375 0.11
H -2.3795 0.9023 -0.3752 0.11
H 0.9801 0.8162 4.3962 0.09
H -2.2196 -1.2652 -1.1940 0.09
H 1.9536 -0.7082 4.0143 0.06
H 0.0093 0.4654 -4.3823 0.06
H -1.1300 0.4660 1.7075 0.08
H 2.3181 1.9472 2.8553 0.08
H -0.6258 1.3708 -0.6712 0.17
H 0.7991 -2.0161 1.1733 0.02
H 0.6530 -0.6408 -3.1120 0.07
H 2.7923 0.6569 2.0552 0.00
H -0.5008 -1.4151 -1.2863 0.10
H -1.6863 -1.1356 1.0539 0.12
H -2.1235 0.6252 -3.0759 0.09
H 0.3584 1.0254 -2.8144 0.05
H 0.9602 -0.1745 2.7925 -0.04
```

Calculated values
- SMILES = CCCCC[PH]#N.CN
- frontier orbital gap (eV) = 8.730
- ΔE to the lowest compared entry with this formula, charge and spin (kcal/mol) = 41.6
- energy (eV) = -18762.332
- largest force on an atom (Eh/bohr) = 0.080



# 5
This record from the OMol25 dataset describes a 2-piece molecular cluster, C6H17N3 overall. The level of theory is wB97M-V/def2-TZVPD.

```
26
Properties=species:S:1:pos:R:3:lowdin_charge:R:1
N 2.1401 -0.2369 -0.0141 -0.17
N -2.7998 -1.1766 -0.0311 -0.01
N -1.6181 0.7807 -0.6022 0.13
C 0.9894 1.0040 1.7496 -0.09
C 2.0632 1.0414 0.6720 -0.32
C -0.7312 -1.3859 -1.2061 -0.04
C 3.1801 -0.2808 -1.0210 -0.14
C -3.8637 -0.4387 0.5998 -0.16
C -1.8245 -0.5812 -0.5747 -0.52
H 3.0323 1.3288 1.1195 0.11
H 2.9494 0.4529 -1.7945 0.08
H 3.1947 -1.2706 -1.4738 0.08
H -0.8909 -2.4371 -0.9930 0.08
H 0.8961 1.9800 2.2189 0.07
H 2.2998 -0.9706 0.6718 0.11
H 4.1830 -0.0566 -0.6262 0.08
H -3.5023 0.1587 1.4441 0.07
H 1.8111 1.7989 -0.0778 0.11
H -4.3779 0.2333 -0.0995 0.07
H -4.5867 -1.1639 0.9719 0.06
H -0.9174 1.1357 -1.2299 0.09
H 0.2366 -1.0659 -0.8181 0.04
H 1.2445 0.2747 2.5157 0.07
H 0.0338 0.7268 1.3131 0.04
H -2.4022 1.3867 -0.4289 0.08
H -0.7390 -1.2378 -2.2855 0.08
```

Calculated values
- SMILES = C/N=C(/C)N.CCNC
- frontier orbital gap (eV) = 9.613
- ΔE to the lowest compared entry with this formula, charge and spin (kcal/mol) = 11.2
- energy (eV) = -10967.722
- largest force on an atom (Eh/bohr) = 0.010



# 6
This record from the OMol25 dataset describes a 2-piece molecular cluster, C6H17N4O overall. The level of theory is wB97M-V/def2-TZVPD.

```
28
Properties=species:S:1:pos:R:3:lowdin_charge:R:1
O 1.2480 1.5203 0.8181 0.00
N -0.7051 0.3354 -0.6886 0.09
N -0.3628 2.4333 -1.5318 0.21
N 1.5282 0.7137 2.8764 0.19
N -2.5090 1.6648 -1.3378 0.21
C -1.1944 1.4386 -1.1940 -0.45
C -1.3819 -1.0398 -0.6438 -0.15
C 2.3844 -0.5694 0.9786 -0.14
C -1.9565 -1.4179 -1.9750 -0.08
C 1.7206 0.6546 1.5507 -0.53
C 1.8954 -1.8870 1.5865 -0.09
H -2.5485 -0.6810 -2.5290 0.07
H -2.8196 2.4633 -1.8709 0.13
H -0.5258 -1.6570 -0.3830 0.10
H 3.4567 -0.4642 1.1631 0.13
H -2.0698 -0.9176 0.1884 0.12
H 1.2669 -2.4798 0.9193 0.06
H 1.3257 -1.7512 2.5088 0.07
H 2.1580 0.2087 3.4859 0.13
H -1.1947 -1.7227 -2.6468 0.08
H 2.2479 -0.6248 -0.0878 0.11
H 0.5642 2.3957 -1.1264 0.11
H -0.6823 3.3758 -1.6889 0.13
H 2.6674 -2.6213 1.8443 0.08
H -2.7186 -2.2043 -1.9064 0.10
H 0.1232 0.4252 -0.1031 0.09
H -3.0744 0.8414 -1.4594 0.10
H 1.1570 1.5673 3.2526 0.12
```

Calculated values
- total charge = +1
- frontier orbital gap (eV) = 11.283
- ΔE to the lowest compared entry with this formula, charge and spin (kcal/mol) = 1.5
- energy (eV) = -14501.084
- largest force on an atom (Eh/bohr) = 0.053



# 7
This record from the OMol25 dataset describes a 2-piece molecular cluster, C6H17N4S overall. The level of theory is wB97M-V/def2-TZVPD.

```
28
Properties=species:S:1:pos:R:3:lowdin_charge:R:1
S -1.8971 -1.3995 0.6317 0.74
N 1.8092 0.2072 0.6802 -0.02
N -0.6869 1.7451 0.4831 -0.05
N -1.4648 -3.3825 -1.0017 0.03
N -3.2773 1.4072 0.3666 0.15
C -1.8379 -2.0691 -0.8197 -0.82
C 4.1669 -0.3319 -0.0583 -0.01
C -1.7860 2.4589 0.3184 -0.06
C 2.8545 -0.7731 0.7043 -0.19
C 1.0499 0.4238 -0.4146 -0.14
C -0.1589 0.9591 -0.4988 -0.20
H -0.4934 1.4728 1.4445 0.16
H -1.2252 -3.7326 -0.0112 0.11
H -2.1977 -1.4546 -1.6041 0.03
H 3.7729 0.0184 -1.0208 0.08
H 4.7138 0.4436 0.3489 0.06
H -0.7233 1.1031 -1.3606 0.10
H -3.4480 1.4000 1.3352 0.09
H 1.3355 -0.0379 -1.4474 0.17
H -1.7375 -3.9447 -1.7811 0.09
H 1.5959 0.9239 1.3736 0.15
H -1.8465 2.8357 -0.6486 0.12
H 2.5300 -1.6494 0.2633 0.09
H 2.9182 -0.9120 1.7765 0.12
H 4.7598 -1.0830 -0.1011 0.00
H -2.6647 0.5321 0.2053 -0.01
H -2.0631 3.0780 1.0508 0.09
H -3.9984 1.7617 -0.2145 0.11
```

Calculated values
- total charge = +1
- frontier orbital gap (spin up / spin down) (eV) = 6.133 / 5.080
- expectation value of S² = 2.01
- 2S+1 = 3
- energy (eV) = -23280.931
- largest force on an atom (Eh/bohr) = 0.135



# 8
This record from the OMol25 dataset describes a 2-piece molecular cluster, C6H17NO overall. The level of theory is wB97M-V/def2-TZVPD.

```
25
Properties=species:S:1:pos:R:3:lowdin_charge:R:1
O -1.1704 1.5534 1.5677 -0.06
N 0.8611 -0.4678 -0.5590 -0.08
C 0.2972 1.0161 -2.5681 -0.22
C -0.0660 -0.1533 -1.6258 -0.26
C -1.0738 -1.3935 2.3129 -0.11
C 0.7212 2.1986 -1.6571 -0.14
C 0.4563 -1.5279 0.3620 -0.24
C 0.3840 -1.0917 1.8367 -0.22
H 0.5549 -0.0424 2.0232 0.07
H 1.6868 2.1232 -1.1712 0.06
H 1.8521 -0.3840 -0.6952 0.11
H 1.1588 -1.6726 2.3349 0.10
H -1.0549 -2.4201 2.7076 0.08
H -1.8830 1.0448 1.1308 0.05
H 1.2425 0.8521 -3.0938 0.09
H -0.2360 -1.0167 -2.2950 0.10
H 1.3139 -2.2442 0.3630 0.11
H -0.0777 2.3304 -0.9042 0.06
H -1.0117 0.0688 -1.1293 0.10
H 0.5626 3.1706 -2.1332 0.06
H -0.6497 0.9881 2.1305 -0.02
H -1.6902 -1.5047 1.4317 0.05
H -0.2751 -2.2548 0.0051 0.12
H -0.3418 1.4801 -3.3130 0.10
H -1.5612 -0.6523 2.9385 0.06
```

Calculated values
- SMILES = CCCNCCC.O
- frontier orbital gap (eV) = 9.198
- ΔE to the lowest compared entry with this formula, charge and spin (kcal/mol) = 49.4
- energy (eV) = -10033.442
- largest force on an atom (Eh/bohr) = 0.070



# 9
This record from the OMol25 dataset describes a 2-piece molecular cluster, C6H17NO overall. The level of theory is wB97M-V/def2-TZVPD.

```
25
Properties=species:S:1:pos:R:3:lowdin_charge:R:1
O 0.2959 2.0566 2.1162 -0.07
N -0.2087 -1.0046 1.0730 -0.27
C 0.1116 0.5465 -2.3947 -0.26
C -1.2545 -1.8723 1.6498 -0.10
C 1.1209 -1.5487 1.4201 -0.09
C -0.3949 -0.8620 -0.3754 -0.24
C 0.1739 1.9562 -2.9936 -0.10
C 0.1173 0.4755 -0.8688 -0.22
H -1.1522 -2.8887 1.2540 0.08
H 1.0546 -2.4702 1.9999 0.08
H -0.3774 2.6284 -2.3235 0.07
H 1.1806 2.3002 -3.1900 0.07
H 0.2255 1.4123 1.4012 -0.02
H 1.1379 0.5238 -0.4802 0.12
H 0.3204 1.5189 2.9176 0.03
H -2.2258 -1.4508 1.4043 0.08
H -1.4346 -1.0769 -0.6189 0.12
H -0.3892 2.0343 -3.9267 0.07
H 0.2390 -1.5749 -0.9142 0.11
H -1.0535 -1.8887 2.7177 0.08
H -0.3590 1.3585 -0.4385 0.10
H 1.6733 -1.8390 0.5377 0.07
H 1.6672 -0.7958 1.9889 0.08
H 0.9745 0.0276 -2.7914 0.10
H -0.7683 -0.0105 -2.7196 0.10
```

Calculated values
- SMILES = CCCCN(C)C.O
- frontier orbital gap (eV) = 9.743
- ΔE to the lowest compared entry with this formula, charge and spin (kcal/mol) = 22.6
- energy (eV) = -10034.600
- largest force on an atom (Eh/bohr) = 0.026